No. 1
Density functional theory data (ωB97M-V with the def2-TZVPD basis set) for a structure of composition C39H46BIrN5O4S at a distorted geometry.

Element x y z (Å)
Ir 0.16 1.45 -0.05
O 2.96 4.15 -2.14
C 2.08 3.54 -1.39
O 2.05 2.33 -1.25
C 1.14 4.41 -0.66
C 1.10 5.79 -0.68
C 0.24 6.43 0.21
C -0.51 5.68 1.10
C -0.40 4.30 1.04
N 0.36 3.70 0.15
C -1.04 3.32 2.01
O -1.82 3.74 2.82
O -0.63 2.08 1.86
H 3.58 3.50 -2.53
H 1.74 6.33 -1.36
H 0.18 7.51 0.23
H -1.16 6.14 1.84
N -6.78 1.86 0.09
C -6.04 0.76 0.30
S -6.78 -0.67 0.65
C -4.56 0.86 0.16
C -3.74 -0.20 0.51
C -2.38 -0.12 0.34
N -1.78 0.96 -0.18
C -2.57 1.99 -0.54
C -3.93 1.98 -0.38
H -7.77 1.80 0.22
H -6.37 2.78 0.09
H -4.20 -1.09 0.91
H -1.73 -0.94 0.61
H -2.08 2.84 -0.98
H -4.49 2.84 -0.72
C 1.49 -4.24 3.14
C 0.85 -2.89 2.81
C -0.39 -2.66 3.68
C 1.84 -1.75 2.99
C 2.38 -1.53 4.25
C 3.31 -0.53 4.47
C 3.70 0.28 3.41
C 3.16 0.12 2.14
C 3.65 0.99 1.01
C 5.07 0.60 0.61
C 3.57 2.48 1.37
C 2.23 -0.91 1.94
N 1.71 -1.19 0.62
B 0.72 -0.52 -0.18
N 0.44 -1.48 -1.24
C 1.29 -2.57 -1.08
C 2.04 -2.40 0.02
C -0.63 -1.55 -2.20
C -0.68 -0.73 -3.34
C -1.81 -0.80 -4.15
C -2.86 -1.65 -3.88
C -2.75 -2.52 -2.80
C -1.64 -2.51 -1.97
C -1.53 -3.60 -0.92
C -2.80 -3.77 -0.07
C -1.22 -4.93 -1.62
C 0.41 0.22 -3.84
C -0.01 1.65 -3.51
C 1.84 -0.09 -3.40
H 0.79 -5.05 2.95
H 1.79 -4.29 4.19
H 2.39 -4.41 2.54
H 0.51 -2.93 1.77
H -0.13 -2.64 4.74
H -1.11 -3.47 3.53
H -0.87 -1.71 3.44
H 2.07 -2.15 5.08
H 3.75 -0.40 5.45
H 4.45 1.05 3.59
H 3.00 0.82 0.15
H 5.75 0.69 1.46
H 5.44 1.25 -0.20
H 5.10 -0.43 0.25
H 4.17 2.72 2.25
H 2.53 2.77 1.58
H 3.95 3.09 0.54
H 1.32 -3.38 -1.79
H 2.80 -3.05 0.42
H -1.85 -0.17 -5.04
H -3.73 -1.68 -4.52
H -3.54 -3.24 -2.62
H -0.71 -3.38 -0.23
H -3.62 -4.18 -0.65
H -3.12 -2.81 0.34
H -2.60 -4.45 0.76
H -2.03 -5.20 -2.30
H -1.10 -5.73 -0.89
H -0.30 -4.87 -2.21
H 0.40 0.12 -4.93
H -0.06 1.78 -2.42
H -1.01 1.87 -3.91
H 0.69 2.38 -3.93
H 2.04 0.21 -2.38
H 2.54 0.45 -4.05
H 2.06 -1.15 -3.50

Summary:
HOMO-LUMO gap (alpha / beta): 5.8108 / 5.8096 eV
Maximum force: 2.28 eV Å⁻¹
Multiplicity: 1
Charge: +1
Energy relative to the best compared isomer or geometry (same formula, charge and spin): 23.2 kcal/mol

Löwdin population analysis, charges in e, atoms 1 to 2: 1.364, 0.192



No. 2
Density functional theory data (ωB97M-V with the def2-TZVPD basis set) for a cluster of 7 separate species, C39H46Br2O22 in total at a distorted geometry.

Element x y z (Å)
O 6.48 -1.31 5.65
C 5.93 -0.90 4.61
Br 3.95 -1.26 4.47
C 6.79 -0.11 3.50
C 5.79 0.96 2.82
C 5.51 0.99 1.42
C 4.45 2.10 0.92
O 4.57 2.71 -0.17
C 3.25 2.37 1.96
C 1.79 2.68 1.53
C 0.70 2.89 2.63
C -0.79 3.16 2.13
C -1.24 1.84 1.11
C -2.15 0.66 1.90
O -0.61 0.51 1.46
C 0.98 2.82 4.16
C 2.46 2.52 4.58
Br 2.93 2.38 6.51
C 3.55 2.31 3.50
C 5.08 1.97 3.86
O 5.70 2.46 4.84
H 7.18 -0.88 2.72
H 7.66 0.47 3.99
H 6.00 0.24 0.71
H 1.54 2.74 0.42
H -1.59 3.08 2.93
H -0.85 4.09 1.47
H -1.52 2.08 -0.03
H -1.84 0.33 2.95
H -2.40 -0.31 1.34
H 0.20 2.93 4.98
C 0.52 -0.46 -3.85
C -0.96 -0.69 -3.68
C -1.81 0.52 -3.98
O -2.97 0.27 -3.20
C -2.57 -0.49 -2.14
O -3.25 -0.73 -1.18
O -1.29 -0.94 -2.31
H 1.09 -1.29 -3.43
H 0.78 -0.36 -4.90
H 0.85 0.44 -3.32
H -1.28 -1.56 -4.26
H -2.06 0.59 -5.04
H -1.36 1.46 -3.65
C 4.61 6.59 0.14
C 3.65 7.03 1.23
C 4.09 6.64 2.61
O 2.85 6.58 3.31
C 1.90 6.27 2.38
O 0.77 5.96 2.64
O 2.40 6.36 1.12
H 4.15 6.72 -0.84
H 5.54 7.17 0.18
H 4.86 5.53 0.23
H 3.46 8.10 1.15
H 4.75 7.37 3.07
H 4.56 5.65 2.66
C -8.11 0.61 1.42
C -6.69 0.76 1.91
C -6.28 -0.26 2.93
O -5.24 0.43 3.63
C -5.52 1.76 3.52
O -4.96 2.62 4.14
O -6.51 1.98 2.62
H -8.41 1.48 0.84
H -8.23 -0.28 0.81
H -8.81 0.54 2.27
H -6.00 0.77 1.05
H -5.90 -1.18 2.48
H -7.07 -0.50 3.64
C -3.41 -3.64 -2.45
C -4.51 -4.66 -2.23
C -4.25 -5.60 -1.09
O -5.00 -6.74 -1.47
C -5.06 -6.74 -2.83
O -5.46 -7.65 -3.50
O -4.60 -5.56 -3.34
H -3.56 -3.12 -3.40
H -3.40 -2.90 -1.65
H -2.43 -4.11 -2.50
H -5.47 -4.16 -2.13
H -4.59 -5.20 -0.13
H -3.20 -5.89 -1.00
C 11.13 -3.73 0.37
C 9.90 -2.97 -0.08
C 9.90 -1.53 0.33
O 8.50 -1.23 0.37
C 7.87 -2.41 0.64
O 6.70 -2.50 0.92
O 8.73 -3.46 0.56
H 10.99 -4.80 0.22
H 12.02 -3.41 -0.18
H 11.32 -3.59 1.44
H 9.77 -3.08 -1.16
H 10.41 -0.88 -0.38
H 10.31 -1.35 1.33
C -8.72 -3.85 -5.83
C -7.97 -2.65 -5.28
C -6.58 -2.49 -5.82
O -5.94 -1.78 -4.77
C -6.59 -2.10 -3.62
O -6.20 -1.82 -2.51
O -7.73 -2.79 -3.88
H -9.63 -4.02 -5.26
H -8.97 -3.70 -6.88
H -8.12 -4.76 -5.75
H -8.57 -1.74 -5.42
H -6.55 -1.93 -6.75
H -6.06 -3.44 -5.96

Summary:
HOMO-LUMO gap: 7.6919 eV
Maximum force: 5.62 eV Å⁻¹
Multiplicity: 1

Löwdin population analysis, charges in e, atoms 1 to 2: -0.023, -0.658